No. 1
Here is a 2-piece molecular cluster, C21H34F3N3O3S2 overall from the OMol25 dataset. Energies are from the ωB97M-V functional and the def2-TZVPD basis.

Orbital gap in eV: 3.06
Lowest unoccupied orbital energy in Eh: -0.0895

The geometry in ORCA input format:
```
! RIJCOSX wB97M-V def2-TZVPD def2/J DEFGRID3
* xyz 0 1
C -2.103 2.719 4.192
C -1.168 2.764 3.397
C -0.247 2.507 2.166
N -0.692 1.392 1.262
C 0.260 1.449 0.079
C 0.172 0.206 -0.895
C -1.118 0.150 -1.821
C -1.032 -1.186 -2.716
C -1.232 -2.521 -1.879
C -0.551 0.085 2.030
C 0.922 -0.397 2.288
C 0.932 -1.736 3.184
S -0.223 -3.039 2.524
C -1.885 -2.681 3.280
S -2.048 -2.494 4.913
N -3.018 -2.534 2.384
C -3.580 -3.422 1.418
C -4.711 -2.745 0.740
N -4.864 -1.433 1.333
C -3.865 -1.378 2.282
O -2.017 1.403 0.916
C -2.517 2.625 0.364
C -4.046 2.316 -0.072
H -3.012 2.620 4.853
H 0.804 2.352 2.580
H -0.180 3.501 1.605
H 1.347 1.544 0.418
H 0.096 2.377 -0.561
H 0.276 -0.806 -0.402
H 1.073 0.295 -1.611
H -2.077 0.032 -1.211
H -1.225 1.035 -2.523
H 0.007 -1.226 -3.170
H -1.780 -1.158 -3.566
H -2.276 -2.542 -1.423
H -0.499 -2.666 -1.031
H -1.120 -3.439 -2.551
H -1.077 -0.682 1.365
H -1.122 0.085 3.003
H 1.587 0.341 2.854
H 1.511 -0.656 1.347
H 0.483 -1.427 4.190
H 1.984 -2.135 3.296
H -3.189 -4.463 1.232
H -5.339 -3.167 -0.091
H -3.820 -0.421 2.881
H -2.015 3.009 -0.571
H -2.612 3.492 1.103
H -4.308 2.898 -1.007
H -4.706 2.644 0.786
H -4.202 1.194 -0.201
C 5.638 0.765 -1.284
C 6.356 0.200 -2.501
O 5.563 -0.678 -3.275
C 4.616 -0.112 -4.236
O 5.190 0.754 -5.025
C 3.311 0.440 -3.561
F 2.915 -0.354 -2.517
F 2.267 0.440 -4.425
F 3.403 1.694 -3.067
H 5.008 0.009 -0.809
H 6.365 1.134 -0.553
H 5.006 1.610 -1.554
H 7.185 -0.415 -2.133
H 6.813 0.992 -3.101
H 4.235 -1.040 -4.710
*
```



No. 2
Here is C22H74N4O13 as an isolated structure from the OMol25 dataset. Energies are from the ωB97M-V functional and the def2-TZVPD basis.

Orbital gap in eV: 6.21
ΔE to the lowest compared entry with this formula, charge and spin in kJ/mol: 1990.9
Lowest unoccupied orbital energy in Eh: -0.0301

The geometry in ORCA input format:
```
! RIJCOSX wB97M-V def2-TZVPD def2/J DEFGRID3
* xyz 0 1
C 1.911 1.930 1.212
C 2.336 1.596 2.692
O 2.416 2.844 3.499
H 0.998 2.524 1.182
H 1.722 1.050 0.598
H 2.684 2.549 0.757
H 3.251 1.008 2.627
H 1.627 0.979 3.244
H 3.038 3.345 2.966
C 0.522 0.629 -1.216
C 0.300 -0.494 -0.210
O -1.100 -0.886 -0.407
H -0.173 1.442 -1.006
H 0.388 0.390 -2.271
H 1.538 1.017 -1.147
H 0.506 -0.126 0.796
H 0.853 -1.385 -0.506
H -1.717 -0.219 -0.099
C -1.764 -0.451 -2.826
C -1.739 -0.693 -4.393
O -2.978 -1.342 -4.693
H -2.699 0.013 -2.511
H -0.973 0.250 -2.558
H -1.637 -1.419 -2.341
H -0.927 -1.353 -4.699
H -1.652 0.226 -4.972
H -2.888 -2.267 -4.455
O -2.799 -1.840 1.588
H -3.615 -1.627 2.040
H -2.619 -1.074 1.043
O 0.264 2.632 -2.626
H 0.283 3.170 -3.418
H -0.234 3.152 -1.995
O 3.638 1.894 -0.641
H 4.382 1.564 -1.144
H 2.935 1.985 -1.284
O 3.125 0.318 -2.742
H 2.735 1.162 -2.516
H 4.049 0.411 -2.511
O 2.520 2.309 -2.398
H 1.569 2.389 -2.328
H 2.824 3.200 -2.572
O -0.409 -2.896 -1.102
H -0.657 -2.035 -0.764
H -0.449 -2.799 -2.054
C 2.704 -5.015 0.580
C 1.734 -3.962 -0.093
C 2.421 -2.831 -0.940
O 3.051 -1.948 -0.040
C 3.529 -0.755 -0.576
N 0.799 -4.673 -0.936
H 3.174 -4.582 1.462
H 3.441 -5.346 -0.152
H 2.107 -5.865 0.911
H 1.111 -3.525 0.688
H 1.648 -2.265 -1.460
H 3.091 -3.197 -1.718
H 3.926 -0.132 0.226
H 2.827 -0.194 -1.192
H 4.336 -1.023 -1.258
H 0.123 -3.946 -1.122
H 0.314 -5.363 -0.381
C 1.172 -1.156 2.453
C 1.801 -2.566 2.439
C 2.915 -2.882 3.450
O 4.096 -2.194 3.208
C 5.177 -2.712 3.980
N 0.778 -3.590 2.513
H 0.414 -1.152 1.669
H 1.873 -0.396 2.107
H 0.743 -0.746 3.367
H 2.303 -2.729 1.486
H 3.165 -3.943 3.433
H 2.634 -2.565 4.454
H 5.697 -3.522 3.468
H 4.872 -3.112 4.948
H 5.815 -1.851 4.176
H 0.096 -3.392 1.795
H 1.075 -4.534 2.311
C -5.440 3.303 0.063
C -4.450 4.209 -0.681
C -3.607 3.588 -1.854
O -2.814 2.491 -1.472
C -1.955 2.024 -2.495
N -5.149 5.331 -1.239
H -5.020 2.315 0.251
H -6.322 3.064 -0.532
H -5.759 3.752 1.003
H -3.741 4.567 0.066
H -2.879 4.273 -2.288
H -4.337 3.243 -2.586
H -2.477 1.676 -3.385
H -1.343 1.236 -2.056
H -1.238 2.815 -2.719
H -5.505 5.630 -0.343
H -5.988 5.027 -1.712
C -0.999 0.190 2.635
C -1.500 1.424 1.883
C -2.798 1.223 1.099
O -2.654 0.144 0.169
C -3.726 -0.026 -0.710
N -1.771 2.485 2.926
H -0.675 -0.540 1.893
H -1.672 -0.228 3.384
H -0.126 0.448 3.234
H -0.776 1.789 1.155
H -3.077 2.161 0.619
H -3.649 1.027 1.751
H -3.646 -0.891 -1.368
H -3.672 0.850 -1.357
H -4.698 -0.022 -0.217
H -2.009 3.333 2.432
H -0.878 2.679 3.356
*
```



No. 3
Here is C27H22BrN6O2Sr as an isolated structure from the OMol25 dataset. Energies are from the ωB97M-V functional and the def2-TZVPD basis.

Orbital gap in eV: 8.10
ΔE to the lowest compared entry with this formula, charge and spin in kJ/mol: 211.5
Lowest unoccupied orbital energy in Eh: -0.1008

The geometry in ORCA input format:
```
! RIJCOSX wB97M-V def2-TZVPD def2/J DEFGRID3
* xyz 1 1
Sr -0.572 -0.635 0.221
N 4.497 -2.454 0.579
C 3.651 -1.447 0.309
N 2.550 -1.230 0.928
C 2.168 -2.085 1.954
N 1.154 -1.747 2.675
N 0.493 -0.663 2.295
C 0.423 0.397 2.994
C -0.181 1.589 2.423
C -0.706 2.598 3.230
C -1.232 3.730 2.634
C -1.134 3.854 1.257
C -0.572 2.814 0.531
N -0.129 1.697 1.085
C 2.967 -3.267 2.234
C 2.621 -4.235 3.178
C 3.486 -5.276 3.450
C 4.696 -5.390 2.772
C 5.034 -4.471 1.799
C 4.179 -3.405 1.537
H 5.369 -2.556 0.078
H 3.942 -0.756 -0.473
H 0.861 0.465 3.989
H -0.728 2.475 4.301
H -1.697 4.503 3.228
H -1.506 4.730 0.752
H -0.467 2.905 -0.544
H 1.671 -4.149 3.682
H 3.221 -6.019 4.186
H 5.372 -6.201 2.998
H 5.953 -4.565 1.243
C -0.645 1.018 -5.234
C -0.326 -0.086 -4.284
C -0.474 -1.419 -4.663
C -0.200 -2.428 -3.757
C 0.184 -2.046 -2.485
Br 0.513 -3.366 -1.151
N 0.327 -0.796 -2.091
C 0.082 0.162 -2.977
H -0.451 0.714 -6.260
H -0.077 1.918 -5.011
H -1.705 1.260 -5.149
H -0.810 -1.669 -5.659
H -0.288 -3.470 -4.023
H 0.212 1.169 -2.604
O -2.184 0.023 -1.077
C -2.673 0.612 -0.085
O -2.497 0.196 1.079
C -3.374 1.914 -0.310
C -3.193 2.575 -1.520
C -3.753 3.820 -1.729
C -4.510 4.410 -0.731
C -4.702 3.754 0.475
C -4.128 2.512 0.693
H -2.599 2.094 -2.284
H -3.605 4.328 -2.671
H -4.944 5.385 -0.894
H -5.309 4.211 1.242
H -4.258 2.002 1.635
*
```



No. 4
Here is C20H60F6O20PZn as an isolated structure from the OMol25 dataset. Energies are from the ωB97M-V functional and the def2-TZVPD basis.

Orbital gap in eV: 9.31
ΔE to the lowest compared entry with this formula, charge and spin in kJ/mol: 0.0
Lowest unoccupied orbital energy in Eh: -0.0947

The geometry in ORCA input format:
```
! RIJCOSX wB97M-V def2-TZVPD def2/J DEFGRID3
* xyz 1 1
Zn 0.584 -0.183 -0.113
P 2.662 -4.669 1.091
F 4.096 -5.382 1.322
F 3.294 -4.008 -0.245
F 2.139 -6.049 0.377
F 1.283 -3.939 0.847
F 2.168 -5.216 2.522
F 3.319 -3.491 1.898
C 0.284 3.950 2.387
C -0.445 4.704 1.239
O -0.220 3.964 0.008
O -0.464 2.771 2.854
H 0.381 4.637 3.228
H 1.296 3.674 2.090
H -0.001 5.676 1.024
H -1.518 4.732 1.428
H -0.517 4.524 -0.713
H 0.015 2.363 3.579
C 3.397 4.994 -0.161
C 2.848 6.274 -0.897
O 3.266 7.384 -0.189
O 4.759 4.720 -0.461
H 2.797 4.148 -0.495
H 3.100 5.065 0.885
H 1.758 6.265 -0.857
H 3.136 6.266 -1.948
H 2.947 8.086 -0.761
H 5.180 5.457 -0.012
C 2.445 1.075 1.527
C 3.247 -0.094 0.873
O 2.333 -1.105 0.585
O 1.271 1.441 0.683
H 3.052 1.980 1.558
H 2.126 0.692 2.496
H 3.996 -0.448 1.581
H 3.722 0.111 -0.087
H 2.856 -1.888 0.771
H 1.148 2.392 0.733
C 0.942 -3.745 5.222
C 0.453 -2.910 4.058
O 0.031 -1.631 4.375
O 2.119 -3.227 5.767
H 1.159 -4.782 4.967
H 0.185 -3.893 5.992
H -0.298 -3.513 3.548
H 1.346 -2.816 3.440
H 0.308 -1.329 5.243
H 2.788 -3.911 5.696
C 0.896 -2.025 -2.240
C 0.917 -0.599 -2.859
O 1.449 0.351 -1.914
O 0.106 -1.947 -1.035
H 1.901 -2.411 -2.071
H 0.461 -2.756 -2.922
H -0.135 -0.452 -3.105
H 1.450 -0.610 -3.810
H 1.789 1.105 -2.401
H -0.168 -2.828 -0.771
C -4.718 2.715 -2.325
C -3.377 2.152 -2.907
O -3.124 0.813 -2.603
O -5.758 1.726 -2.220
H -5.091 3.589 -2.859
H -4.518 2.922 -1.274
H -2.486 2.689 -2.584
H -3.487 2.125 -3.991
H -3.698 0.236 -3.112
H -5.959 1.473 -3.125
C -2.059 0.779 0.603
C -1.672 -0.239 1.781
O -0.368 -0.789 1.684
O -1.312 0.380 -0.518
H -1.602 1.747 0.808
H -3.098 1.069 0.451
H -2.345 -1.091 1.874
H -1.801 0.278 2.732
H -0.082 -1.073 2.555
H -1.932 0.506 -1.240
C -2.401 -5.961 1.096
C -2.894 -4.718 0.318
O -1.739 -4.130 -0.278
O -3.408 -6.764 1.753
H -1.756 -5.662 1.922
H -1.683 -6.529 0.505
H -3.353 -3.948 0.937
H -3.644 -4.996 -0.422
H -1.374 -4.747 -0.916
H -4.239 -6.505 1.349
C 3.667 2.799 -3.434
C 4.568 1.942 -2.528
O 4.636 0.651 -3.066
O 2.312 2.293 -3.381
H 3.977 2.838 -4.478
H 3.582 3.851 -3.163
H 4.058 1.901 -1.565
H 5.553 2.374 -2.351
H 5.222 0.080 -2.562
H 1.766 2.881 -3.907
C -5.165 -2.213 -1.985
C -4.673 -1.711 -0.593
O -5.102 -0.379 -0.252
O -5.029 -1.286 -3.092
H -6.226 -2.425 -1.855
H -4.599 -3.128 -2.165
H -3.609 -1.490 -0.666
H -4.889 -2.468 0.161
H -5.108 0.161 -1.046
H -5.403 -1.664 -3.891
*
```



No. 5
Here is C22H29BCoF4N4O5Si as an isolated structure from the OMol25 dataset. Energies are from the ωB97M-V functional and the def2-TZVPD basis.

Orbital gap (spin up / spin down) in eV: 7.11 / 7.11
ΔE to the lowest compared entry with this formula, charge and spin in kJ/mol: 142.5
Lowest unoccupied orbital energy (spin up / spin down) in Eh: 0.1494 / 0.1494

The geometry in ORCA input format:
```
! RIJCOSX wB97M-V def2-TZVPD def2/J DEFGRID3
* xyz -2 4
Co -1.098 0.779 0.247
C -4.488 0.770 2.380
C -3.966 -0.486 1.755
C -4.566 -1.711 2.035
C -4.076 -2.854 1.413
C -3.060 -2.746 0.497
C -2.505 -1.472 0.233
N -2.950 -0.391 0.911
N -1.549 -1.172 -0.653
Si -1.079 -2.213 -1.918
C 0.010 -1.359 -3.228
C -2.601 -2.853 -2.914
C -0.132 -3.817 -1.395
H -4.326 0.758 3.458
H -5.558 0.870 2.197
H -3.966 1.621 1.959
H -5.390 -1.763 2.730
H -4.506 -3.823 1.644
H -2.668 -3.618 0.000
H -0.470 -0.461 -3.597
H 0.195 -2.016 -4.076
H 0.961 -1.075 -2.799
H -3.263 -2.025 -3.145
H -3.176 -3.571 -2.338
H -2.318 -3.327 -3.851
H 0.591 -3.603 -0.611
H 0.407 -4.259 -2.232
H -0.814 -4.576 -1.015
O 1.276 1.778 6.842
C 1.887 1.104 6.010
O 2.960 0.496 6.105
C 1.192 0.982 4.601
C 1.658 0.078 3.653
C 1.019 -0.025 2.430
N -0.029 0.722 2.104
C -0.472 1.606 2.999
C 0.097 1.758 4.256
C -1.681 2.439 2.560
O -2.217 3.182 3.374
O -2.044 2.234 1.370
H 2.517 -0.533 3.889
H 1.348 -0.734 1.682
H -0.322 2.477 4.943
O 0.839 0.439 -0.728
C 1.782 1.070 -1.164
C 1.817 1.848 -2.459
C 2.721 1.160 -3.498
C 4.089 0.649 -3.016
C 4.008 -0.569 -2.080
C 3.770 -0.178 -0.603
N 3.023 1.055 -0.513
H 2.185 2.853 -2.254
H 0.809 1.946 -2.858
H 2.892 1.875 -4.309
H 2.180 0.315 -3.927
H 4.652 1.455 -2.539
H 4.653 0.360 -3.910
H 4.928 -1.156 -2.166
H 3.185 -1.199 -2.419
H 4.726 -0.039 -0.092
H 3.205 -0.960 -0.090
H 3.582 1.851 -0.796
F 1.296 4.017 -0.461
B 0.017 4.026 -0.997
F -0.574 2.746 -0.815
F 0.126 4.249 -2.370
F -0.737 5.015 -0.441
*
```



No. 6
Here is C14H18MgN9O2SSe as an isolated structure from the OMol25 dataset. Energies are from the ωB97M-V functional and the def2-TZVPD basis.

Orbital gap in eV: 7.07
Lowest unoccupied orbital energy in Eh: -0.1483

The geometry in ORCA input format:
```
! RIJCOSX wB97M-V def2-TZVPD def2/J DEFGRID3
* xyz 1 1
Mg 0.414 0.745 0.502
C 2.020 1.551 -2.395
N 2.194 0.191 -2.878
C 2.423 -0.174 -4.198
C 2.537 -1.515 -4.228
N 2.366 -1.950 -2.929
C 2.153 -0.908 -2.103
S 1.925 -1.045 -0.419
H 2.376 2.234 -3.161
H 2.591 1.693 -1.481
H 0.963 1.753 -2.206
H 2.491 0.558 -4.980
H 2.723 -2.189 -5.043
H 2.381 -2.901 -2.602
N -1.468 -1.362 -1.047
N -1.438 -0.085 -0.394
H -2.415 -1.726 -1.051
H -0.883 -1.990 -0.507
H -2.108 -0.039 0.375
H -1.771 0.614 -1.056
Se -1.725 -2.872 3.322
N -1.148 -2.157 4.834
C -0.463 -1.079 4.498
C 0.194 -0.198 5.416
C 0.859 0.857 4.898
C 0.889 1.067 3.482
N 0.300 0.303 2.604
C -0.386 -0.793 3.097
N -1.000 -1.626 2.284
H 0.145 -0.396 6.478
H 1.383 1.560 5.529
H 1.441 1.908 3.077
C -2.667 5.491 -0.287
N -1.466 4.716 0.013
C -0.297 5.317 0.350
C 0.830 4.626 0.632
C 0.729 3.203 0.569
O 1.680 2.389 0.803
N -0.442 2.615 0.241
C -1.568 3.322 -0.056
O -2.622 2.797 -0.372
H -2.406 6.546 -0.264
H -3.442 5.285 0.448
H -3.042 5.224 -1.272
H -0.326 6.398 0.377
H 1.753 5.115 0.893
*
```



no.,largest force on an atom (hartree/bohr)
1,0.0896
2,0.2096
3,0.0721
4,0.0903
5,0.0208
6,0.0092